ORCA calculation (ωB97M-V/def2-TZVPD) on C8H21N3O3PTl as an isolated structure.

Its total energy is -1220.67097 a.u. Its orbital gap (alpha / beta) is 7.63 / 6.94 eV.

ORCA input file:
```
! wB97M-V def2-TZVPD RIJCOSX def2/J DEFGRID3
* xyz 2 1
Tl 1.7043 0.9645 -3.0719
C -2.1085 -0.4328 0.2370
N -0.9851 -0.8580 1.0330
C -1.2552 -1.8234 2.0613
P 0.6272 -0.0958 0.7813
O 0.5905 0.3523 -0.6251
N 0.5657 1.0766 1.9032
C 0.3869 0.8336 3.3365
C 0.3521 2.4747 1.5137
N 1.6604 -1.2489 1.2381
C 1.7728 -2.4535 0.4062
C 2.7802 -1.0708 2.1708
H -2.2772 -1.2017 -0.5275
H -1.8820 0.5050 -0.2610
H -3.0004 -0.3653 0.8589
H -1.7968 -2.6642 1.6147
H -1.9188 -1.3794 2.8116
H -0.3322 -2.1682 2.5171
H 0.6316 -0.1952 3.5944
H -0.6438 1.0474 3.6267
H 1.0511 1.4940 3.8941
H 0.5128 2.5920 0.4456
H 1.0627 3.0992 2.0548
H -0.6617 2.7855 1.7730
H 0.8973 -2.5597 -0.2364
H 1.8399 -3.3274 1.0533
H 2.6643 -2.3955 -0.2195
H 2.6368 -0.1890 2.7876
H 3.7096 -0.9614 1.6121
H 2.8429 -1.9517 2.8085
C -1.9637 1.7986 -6.3240
C -1.1800 1.0232 -5.2976
O -1.6092 -0.1819 -5.3217
O -0.3000 1.4666 -4.5822
H -2.7508 1.2304 -6.8132
H -1.2336 2.1312 -7.0639
H -2.3902 2.6491 -5.7892
*
```

Table of Löwdin atomic charges, one value per atom, all in e: Tl 1.1243; C -0.0244; N -0.1201; C -0.0340; P 0.5515; O -0.4436; N -0.2738; C -0.0689; C -0.0468; N -0.3126; C -0.0620; C -0.0495; H 0.1315; H 0.0951; H 0.1172; H 0.1294; H 0.1258; H 0.0903; H 0.0772; H 0.1028; H 0.1090; H 0.0774; H 0.1061; H 0.1029; H 0.0860; H 0.1026; H 0.1014; H 0.0718; H 0.1027; H 0.1051; C 0.0637; C -0.6167; O 0.2895; O -0.1532; H 0.1059; H 0.1192; H 0.1171

---

ORCA calculation (ωB97M-V/def2-TZVPD) on a 3-piece molecular cluster, C8H21N4O4S overall.

Its total energy is -1235.21954 a.u. Its orbital gap is 8.54 eV.

ORCA input file:
```
! wB97M-V def2-TZVPD RIJCOSX def2/J DEFGRID3
* xyz 1 1
O 1.0720 -1.2776 0.9784
S 0.9142 0.0411 0.4458
O 2.0091 0.8100 -0.0350
C -0.2959 -0.1443 -0.9090
N -1.6225 -0.1488 -0.3112
C -2.4227 0.8294 0.0852
N -3.5185 0.3066 0.6244
N -3.4064 -0.9903 0.5751
N -2.2713 -1.2660 0.0142
H 0.1879 0.7766 1.3351
H -0.0978 -1.1146 -1.3753
H -0.2067 0.6672 -1.6286
H -2.1929 1.8798 -0.0142
H -1.8938 -2.1978 -0.1369
C -1.0793 2.1251 4.5931
C 0.0689 2.7784 3.8431
C 0.3842 4.1625 4.3782
O -0.2315 2.8517 2.4346
H -1.9891 2.7235 4.4929
H -1.2887 1.1301 4.1954
H -0.8512 2.0287 5.6537
H 0.9573 2.1490 3.9127
H -0.4838 4.8188 4.2711
H 1.2104 4.6094 3.8265
H 0.6524 4.1215 5.4333
H -1.0068 3.4177 2.3401
C 2.0850 -3.5746 -3.1336
C 0.9289 -2.9799 -3.9181
C 1.2805 -2.7632 -5.3777
O 0.5134 -1.7317 -3.3209
H 2.9486 -2.9048 -3.1608
H 1.8130 -3.7228 -2.0874
H 2.3862 -4.5350 -3.5499
H 0.0594 -3.6342 -3.8447
H 2.1216 -2.0704 -5.4677
H 0.4372 -2.3361 -5.9197
H 1.5600 -3.7019 -5.8544
H 1.2686 -1.1330 -3.3881
*
```

Table of Löwdin atomic charges, one value per atom, all in e: O -0.3145; S 0.6947; O -0.2851; C -0.1352; N -0.0614; C -0.0374; N 0.1104; N 0.1187; N 0.1208; H 0.0714; H 0.0978; H 0.1375; H 0.1623; H 0.2166; C -0.0568; C -0.4881; C -0.0510; O -0.0957; H 0.0856; H 0.0720; H 0.0884; H 0.1391; H 0.0869; H 0.0855; H 0.0889; H 0.0851; C -0.0526; C -0.4795; C -0.0522; O -0.0967; H 0.0878; H 0.0773; H 0.0885; H 0.1377; H 0.0875; H 0.0834; H 0.0887; H 0.0938